Below is a cluster of 2 separate species, C2H4N2OS in total, with properties calculated with ωB97M-V with the def2-TZVPD basis set.

## Properties
**Frontier orbital gap**: 8.8 eV
**Lowest unoccupied orbital energy**: 0.227 eV
**Highest occupied orbital energy**: -0.316 Eh
**Relative energy (zero: lowest compared OMol25 entry of this formula, charge and spin)**: 5.291 eV
**Total charge**: 0

Positions of all 10 atoms, in Å:
C 1.3729 -0.7200 0.2698
C -0.5625 -0.0441 -0.3041
N 0.2305 -1.1643 -0.0533
N 0.1843 1.0945 0.0981
O 1.5077 0.6147 0.3175
S -2.2724 -0.0635 0.1889
H 2.2288 -1.3193 0.5181
H -0.8329 0.0161 -2.0283
H 0.1957 1.9188 -0.4885
H -2.0522 -0.3329 1.4818

=====

Below is a structure of composition C2H4N2OS, with properties calculated with ωB97M-V with the def2-TZVPD basis set.

## Properties
**Frontier orbital gap**: 10.3 eV
**Lowest unoccupied orbital energy**: 0.386 eV
**Highest occupied orbital energy**: -0.364 Eh
**Relative energy (zero: lowest compared OMol25 entry of this formula, charge and spin)**: 3.960 eV
**Total charge**: 0

Positions of all 10 atoms, in Å:
C 0.8240 -1.8621 -0.0014
C 1.5754 -0.6831 0.3543
N -0.3369 -1.5944 -0.3898
N 0.9476 0.3957 0.1608
O -2.2099 2.2685 -0.2111
S -0.5206 0.0682 -0.3376
H 1.1341 -2.8795 -0.1639
H 2.6438 -0.5955 0.7177
H -2.6724 2.7742 -0.7448
H -1.3853 2.1080 0.6159

=====

Below is an isolated molecule of C2H4N2OS, with properties calculated with ωB97M-V with the def2-TZVPD basis set.

## Properties
**Frontier orbital gap**: 8.9 eV
**Lowest unoccupied orbital energy**: -0.170 eV
**Highest occupied orbital energy**: -0.334 Eh
**Relative energy (zero: lowest compared OMol25 entry of this formula, charge and spin)**: 2.197 eV
**Structure (SMILES)**: N/N=C\C(O)=S
**Total charge**: 0

Positions of all 10 atoms, in Å:
N 1.6624 -0.8685 -0.3545
N 1.3356 0.3784 -0.5616
C 0.2000 0.8715 -0.1713
C -0.9792 0.1846 0.3358
O -1.8975 1.0589 0.6165
S -1.2025 -1.4310 0.5129
H 0.9794 -1.6348 -0.2295
H 2.5583 -1.0674 -0.8153
H -0.0078 1.9281 -0.3262
H -2.6487 0.5802 0.9932

=====

Below is an isolated molecule of C2H4N2OS2, with properties calculated with ωB97M-V with the def2-TZVPD basis set.

## Properties
**Frontier orbital gap**: 8.9 eV
**Lowest unoccupied orbital energy**: 0.281 eV
**Highest occupied orbital energy**: -0.318 Eh
**Relative energy (zero: lowest compared OMol25 entry of this formula, charge and spin)**: 0.232 eV
**Structure (SMILES)**: NC(=S)SNC=O
**Total charge**: 0

Positions of all 11 atoms, in Å:
N -0.5366 1.5382 0.2859
C -1.0356 0.3242 0.0064
S -2.6062 -0.1017 0.0382
S 0.0997 -0.9876 -0.3340
N 1.6020 -0.8445 0.4697
C 2.5458 0.0731 0.2350
O 2.4091 0.9654 -0.5437
H -1.2273 2.3080 0.2272
H 0.3895 1.7684 -0.0025
H 1.7083 -1.4793 1.2425
H 3.4416 -0.1318 0.8765

=====

Below is an isolated molecule of C2H4N2OS2, with properties calculated with ωB97M-V with the def2-TZVPD basis set.

## Properties
**Frontier orbital gap**: 8.5 eV
**Lowest unoccupied orbital energy**: -0.406 eV
**Highest occupied orbital energy**: -0.328 Eh
**Relative energy (zero: lowest compared OMol25 entry of this formula, charge and spin)**: 4.303 eV
**Structure (SMILES)**: O/N=C\N(S)C=S
**Total charge**: 0

Positions of all 11 atoms, in Å:
O 1.8791 -1.1651 -0.5829
N 0.9694 -1.5849 0.3243
C -0.0104 -0.8007 0.5915
N -0.4010 0.4475 -0.0666
S 0.8114 1.7203 0.1536
C -1.7719 0.8264 -0.0330
S -3.0235 -0.3994 -0.1484
H 2.8087 -1.6644 -0.2718
H -0.6920 -1.1624 1.4362
H 1.2904 1.8101 -1.2982
H -1.8602 1.9726 -0.1047

=====

Below is an isolated molecule of C2H4N2OS2, with properties calculated with ωB97M-V with the def2-TZVPD basis set.

## Properties
**Frontier orbital gap**: 8.4 eV
**Lowest unoccupied orbital energy**: -0.853 eV
**Highest occupied orbital energy**: -0.338 Eh
**Relative energy (zero: lowest compared OMol25 entry of this formula, charge and spin)**: 5.068 eV
**Structure (SMILES)**: O/N=C/SNC=S
**Total charge**: 0

Positions of all 11 atoms, in Å:
O -0.1773 1.1685 2.4240
N 0.0287 0.9956 0.9420
C -1.1003 0.1849 0.6841
S -1.6802 -0.0897 -0.8695
N -0.2008 -0.3519 -1.9779
C 0.7686 -1.2114 -1.3355
S 2.4041 -0.8973 -1.5579
H 0.8163 1.3299 2.6643
H -1.7755 0.1524 1.5883
H 0.5190 0.6213 -2.0038
H 0.3976 -1.9024 -0.5582

=====

Below is a cluster of 2 separate species, C2H4N2P2 in total, with properties calculated with ωB97M-V with the def2-TZVPD basis set.

## Properties
**Frontier orbital gap (alpha / beta)**: 8.7 / 7.8 eV
**Lowest unoccupied orbital energy (alpha / beta)**: -0.444 / -0.954 eV
**Highest occupied orbital energy (alpha / beta)**: -0.336 / -0.323 Eh
**Relative energy (zero: lowest compared OMol25 entry of this formula, charge and spin)**: 5.016 eV
**Total charge**: 0

Positions of all 10 atoms, in Å:
C -1.0040 -1.3378 0.5034
C -0.0319 1.6579 -0.5208
N -2.9390 0.0478 0.5538
N -1.2165 1.2694 -0.7332
P -2.7245 1.4640 0.0457
P -1.1566 -2.5656 -0.5493
H -0.2061 -0.8786 0.9209
H 0.7953 1.3884 -1.1134
H 0.2816 2.2037 0.4772
H 0.2368 -2.9228 -0.2915

=====

Below is a cluster of 2 separate species, C2H4N2P2 in total, with properties calculated with ωB97M-V with the def2-TZVPD basis set.

## Properties
**Frontier orbital gap (alpha / beta)**: 7.1 / 5.7 eV
**Lowest unoccupied orbital energy (alpha / beta)**: -1.805 / -3.091 eV
**Highest occupied orbital energy (alpha / beta)**: -0.326 / -0.322 Eh
**Relative energy (zero: lowest compared OMol25 entry of this formula, charge and spin)**: 3.696 eV
**Total charge**: 0

Positions of all 10 atoms, in Å:
C -1.5072 -0.9173 0.4515
C -1.0556 1.1826 -0.6226
N -0.2196 -0.6727 0.3086
N -0.0146 0.4741 -0.2833
P -2.5299 0.2579 -0.3404
P 2.9113 0.3046 -0.0892
H -1.9375 -1.8194 0.9238
H -1.0992 2.2168 -0.9109
H 3.2756 -1.0792 -0.3950
H 2.1767 0.0526 0.9575

=====

Below is an isolated molecule of C2H4N2S, with properties calculated with ωB97M-V with the def2-TZVPD basis set.

## Properties
**Frontier orbital gap**: 8.3 eV
**Lowest unoccupied orbital energy**: -1.077 eV
**Highest occupied orbital energy**: -0.344 Eh
**Relative energy (zero: lowest compared OMol25 entry of this formula, charge and spin)**: 0.845 eV
**Structure (SMILES)**: [H]/N=C(/N)C=S
**Total charge**: 0

Positions of all 9 atoms, in Å:
H 1.1544 0.9661 -1.4090
N 1.4606 0.3425 -0.7166
C 0.4429 -0.0970 -0.1459
N 0.3961 -1.0336 0.8316
C -0.9131 0.5519 -0.3327
S -2.2597 0.3157 0.5192
H 1.3369 -1.0617 1.3427
H -0.6037 -1.2168 1.1444
H -1.0144 1.2331 -1.2337

=====

Below is an isolated molecule of C2H4N2S, with properties calculated with ωB97M-V with the def2-TZVPD basis set.

## Properties
**Frontier orbital gap (alpha / beta)**: 6.2 / 5.6 eV
**Lowest unoccupied orbital energy (alpha / beta)**: 0.528 / -3.462 eV
**Highest occupied orbital energy (alpha / beta)**: -0.209 / -0.335 Eh
**Expectation value of S²**: 2.0189
**Relative energy (zero: lowest compared OMol25 entry of this formula, charge and spin)**: 3.188 eV
**Multiplicity**: 3
**Total charge**: 0

Positions of all 9 atoms, in Å:
C 2.0622 0.6655 -0.2127
C -0.3858 0.5053 -0.2392
N 3.0191 1.3116 -0.1832
N 0.9823 -0.0581 -0.0740
S 1.2426 -1.8395 -0.0241
H 0.0060 1.5126 -0.7646
H -1.0087 -0.2229 -0.7986
H -0.7487 0.6461 0.8096
H 1.3037 -1.8470 1.4259

=====

Below is an isolated molecule of C2H4N2S2, with properties calculated with ωB97M-V with the def2-TZVPD basis set.

## Properties
**Frontier orbital gap**: 8.6 eV
**Lowest unoccupied orbital energy**: 0.079 eV
**Highest occupied orbital energy**: -0.314 Eh
**Relative energy (zero: lowest compared OMol25 entry of this formula, charge and spin)**: 3.637 eV
**Total charge**: 0

Positions of all 10 atoms, in Å:
C 0.9818 0.2726 0.9031
C 0.0239 -0.7716 0.4865
N 0.8486 1.3795 0.2813
N 0.0200 1.3090 -0.7770
S -1.8122 -1.2652 -2.1379
S -1.2290 -0.0378 -0.6366
H 1.8272 -0.1291 1.4157
H 0.3591 -1.5744 -0.2180
H -0.3377 -1.2134 1.4719
H -0.6816 2.0306 -0.7889

=====

Below is an isolated molecule of C2H4N2S2, with properties calculated with ωB97M-V with the def2-TZVPD basis set.

## Properties
**Frontier orbital gap**: 7.7 eV
**Lowest unoccupied orbital energy**: -1.156 eV
**Highest occupied orbital energy**: -0.324 Eh
**Relative energy (zero: lowest compared OMol25 entry of this formula, charge and spin)**: 3.651 eV
**Structure (SMILES)**: [H]/N=N/C(=S)SC
**Total charge**: 0

Positions of all 10 atoms, in Å:
H 1.9665 0.5545 -1.7371
N 0.9671 0.8488 -1.5468
N 0.6341 0.8165 -0.3474
C -0.2309 1.3029 0.4559
S -0.3432 2.9048 0.8804
S -1.0126 0.0556 1.4640
C -0.5888 -1.3947 0.4339
H -0.7621 -1.0616 -0.6897
H -1.0542 -2.3721 0.5494
H 0.4243 -1.6546 0.5374

=====

Below is an isolated molecule of C2H4N2S2, with properties calculated with ωB97M-V with the def2-TZVPD basis set.

## Properties
**Frontier orbital gap**: 8.3 eV
**Lowest unoccupied orbital energy**: -0.832 eV
**Highest occupied orbital energy**: -0.335 Eh
**Relative energy (zero: lowest compared OMol25 entry of this formula, charge and spin)**: 1.035 eV
**Structure (SMILES)**: [H]/N=C(/N)C(=S)S
**Total charge**: 0

Positions of all 10 atoms, in Å:
H -1.3174 -0.4507 1.4504
N -1.1370 0.4286 1.0360
C -0.1300 0.3472 0.2230
N 0.3456 1.4431 -0.4136
C 0.6412 -0.8804 -0.1546
S 2.2581 -0.9375 -0.2366
S -0.3493 -2.2272 -0.4301
H -0.0565 2.3453 -0.2013
H 1.2260 1.4396 -0.9375
H -1.4806 -1.5081 -0.3355

=====

Below is a structure of composition C2H4N2S2, with properties calculated with ωB97M-V with the def2-TZVPD basis set.

## Properties
**Frontier orbital gap**: 8.3 eV
**Lowest unoccupied orbital energy**: -0.612 eV
**Highest occupied orbital energy**: -0.329 Eh
**Relative energy (zero: lowest compared OMol25 entry of this formula, charge and spin)**: 3.588 eV
**Total charge**: 0

Positions of all 10 atoms, in Å:
C 0.6679 0.9135 -0.4135
C -0.4875 0.2989 -1.1676
H -0.2404 -1.1937 0.8391
H 1.4264 -1.1899 1.9349
H 1.2431 1.6805 -0.9705
H -1.9200 0.1363 0.8383
N 0.5145 -0.6446 1.4515
N 1.1689 0.3329 0.6631
S -2.0889 -0.2272 -0.5337
S -0.2840 -0.1066 -2.6415

=====

Below is a cluster of 2 separate species, C2H4N2S3 in total, with properties calculated with ωB97M-V with the def2-TZVPD basis set.

## Properties
**Frontier orbital gap**: 8.6 eV
**Lowest unoccupied orbital energy**: -0.142 eV
**Highest occupied orbital energy**: -0.322 Eh
**Relative energy (zero: lowest compared OMol25 entry of this formula, charge and spin)**: 2.466 eV
**Structure (SMILES)**: N=C1SS1.C=NS
**Total charge**: 0

Positions of all 11 atoms, in Å:
N 2.0839 0.7143 0.5510
C 1.9737 0.1005 -0.5498
S 1.0340 -1.0923 -1.5024
S 2.4548 0.1940 -2.1781
H 1.5885 0.2456 1.3137
C -1.7996 0.3660 -0.4625
N -1.5056 0.3094 0.7650
S -0.9689 -1.1830 1.4190
H -1.9091 -0.4324 -1.2246
H -1.8894 1.3518 -0.8021
H -1.0622 -0.5737 2.6707

=====

Below is a cluster of 2 separate species, C2H4N2S3 in total, with properties calculated with ωB97M-V with the def2-TZVPD basis set.

## Properties
**Frontier orbital gap (alpha / beta)**: 8.4 / 8.4 eV
**Lowest unoccupied orbital energy (alpha / beta)**: -0.360 / -0.360 eV
**Highest occupied orbital energy (alpha / beta)**: -0.322 / -0.322 Eh
**Relative energy (zero: lowest compared OMol25 entry of this formula, charge and spin)**: 3.500 eV
**Structure (SMILES)**: Sc1cnns1.S
**Total charge**: 0

Positions of all 11 atoms, in Å:
S 2.3162 0.5231 -1.5569
C 0.7365 0.8711 -0.8452
C -0.6017 1.8820 -1.3431
N -1.4537 1.9488 -0.4016
N -1.2635 1.3015 0.6915
S 0.3474 0.5851 0.7447
H 2.0902 0.5804 -2.9116
H -0.6808 2.2311 -2.4093
S -0.1515 -3.3128 3.0666
H -0.1575 -3.9629 2.0663
H -1.1817 -2.6475 2.8989

=====

Below is the ion C2H4N3 with charge +1, with properties calculated with ωB97M-V with the def2-TZVPD basis set.

## Properties
**Frontier orbital gap**: 12.5 eV
**Lowest unoccupied orbital energy**: -3.931 eV
**Highest occupied orbital energy**: -0.603 Eh
**Relative energy (zero: lowest compared OMol25 entry of this formula, charge and spin)**: 4.423 eV
**Structure (SMILES)**: [H]/N=C1/N2C[N@@H+]12
**Total charge**: +1

Positions of all 9 atoms, in Å:
H 3.1399 0.5832 0.2466
N 2.2622 -0.0057 0.1821
C 1.2104 -0.3711 -0.1531
N 0.0642 -0.8834 -0.5025
C -0.9350 -0.2367 0.2877
N -0.2253 0.5293 -0.6145
H -1.9214 -0.5851 -0.1481
H -0.6732 -0.0985 1.2626
H -0.6738 0.8994 -1.5182

=====

Below is the ion C2H4N3 with charge +1, with properties calculated with ωB97M-V with the def2-TZVPD basis set.

## Properties
**Frontier orbital gap**: 9.3 eV
**Lowest unoccupied orbital energy**: -7.870 eV
**Highest occupied orbital energy**: -0.632 Eh
**Relative energy (zero: lowest compared OMol25 entry of this formula, charge and spin)**: 5.425 eV
**Structure (SMILES)**: C[C@]12N=[N+]1N2
**Total charge**: +1

Positions of all 9 atoms, in Å:
C 1.1268 0.4664 -0.0385
C -0.2818 0.0826 -0.4223
N -1.3763 0.8947 -0.3830
N -1.8497 -0.0585 0.3476
N -1.0237 -1.0712 -0.0340
H 1.6337 -0.5289 -0.0084
H 1.0654 0.9189 1.0084
H 1.3303 1.1986 -0.8094
H -0.6247 -1.9025 0.3397

=====

Below is a cluster of 2 separate species, C2H4N3 in total, with properties calculated with ωB97M-V with the def2-TZVPD basis set.

## Properties
**Frontier orbital gap (alpha / beta)**: 8.4 / 8.4 eV
**Lowest unoccupied orbital energy (alpha / beta)**: -7.394 / -7.115 eV
**Highest occupied orbital energy (alpha / beta)**: -0.579 / -0.569 Eh
**Relative energy (zero: lowest compared OMol25 entry of this formula, charge and spin)**: 10.602 eV
**Total charge**: +1

Positions of all 9 atoms, in Å:
C -0.4255 1.5597 0.0949
C 0.7298 -0.7583 -0.1781
N -2.5939 -0.0437 -0.0988
N 0.4724 0.6929 0.1710
N 1.7176 0.2990 -0.0450
H 0.6440 -1.5949 0.4941
H 0.4706 -0.8926 -1.2156
H -3.5404 0.3396 0.2392
H 2.5255 0.3982 0.5385

=====

Below is the ion C2H4N3O with charge +1, with properties calculated with ωB97M-V with the def2-TZVPD basis set.

## Properties
**Frontier orbital gap**: 9.8 eV
**Lowest unoccupied orbital energy**: -6.822 eV
**Highest occupied orbital energy**: -0.612 Eh
**Relative energy (zero: lowest compared OMol25 entry of this formula, charge and spin)**: 6.310 eV
**Structure (SMILES)**: [H]/N=C/N=[N+]1\CO1
**Total charge**: +1

Positions of all 10 atoms, in Å:
H -1.6816 0.4472 -0.3971
N -0.8030 0.1109 -0.3738
C -0.6114 -1.0817 -0.8550
N 0.6470 -1.5921 -0.6180
N 1.2844 -1.0242 0.2190
C 1.3390 0.0884 0.9813
O 2.1917 -1.0740 1.0928
H -1.3792 -1.8600 -1.2876
H 1.7211 1.0078 0.4513
H 0.5890 0.2288 1.7548